Entry 1:
# C12H32BrLiO4

A structure of composition C12H32BrLiO4 (ωB97M-V/def2-TZVPD, the OMol25 dataset).

Geometry as ORCA input:
```
! RIJCOSX wB97M-V def2-TZVPD def2/J DEFGRID3
* xyz 0 1
Li -22.63 -7.61 16.21
Br -24.31 -5.95 16.45
C -27.34 -8.82 12.82
C -26.10 -8.23 13.42
C -24.93 -8.27 12.54
O -26.34 -6.93 13.92
H -27.84 -8.11 12.16
H -28.03 -9.12 13.61
H -27.15 -9.78 12.34
H -25.80 -8.82 14.28
H -24.16 -7.65 13.00
H -25.21 -7.85 11.57
H -24.56 -9.28 12.40
H -25.84 -6.81 14.74
C -18.93 -6.76 18.68
C -20.46 -6.59 18.58
C -20.94 -5.21 18.22
O -21.10 -7.57 17.77
H -18.67 -7.68 19.19
H -18.42 -5.95 19.20
H -18.46 -6.72 17.69
H -20.88 -6.84 19.56
H -22.02 -5.13 18.11
H -20.62 -4.87 17.24
H -20.67 -4.52 19.02
H -20.83 -8.41 18.16
C -28.21 -5.29 17.93
C -27.37 -4.96 19.16
C -28.19 -5.08 20.46
O -26.30 -5.87 19.20
H -28.79 -4.40 17.69
H -28.86 -6.16 18.03
H -27.57 -5.50 17.07
H -27.02 -3.94 19.06
H -29.04 -4.39 20.47
H -27.58 -4.88 21.34
H -28.61 -6.08 20.62
H -25.86 -5.74 18.36
C -26.08 -2.22 16.16
C -24.70 -1.63 15.77
C -24.51 -0.29 16.45
O -23.63 -2.51 16.12
H -26.17 -2.20 17.24
H -26.12 -3.28 15.88
H -26.91 -1.71 15.67
H -24.64 -1.42 14.71
H -24.51 -0.41 17.53
H -25.28 0.42 16.14
H -23.58 0.20 16.16
H -23.95 -3.41 16.03
*
```

- Lowest unoccupied orbital energy: -0.0293 hartree

***

Entry 2:
# C12H32LiO16PS4

A structure of composition C12H32LiO16PS4 (ωB97M-V/def2-TZVPD, the OMol25 dataset).

Geometry as ORCA input:
```
! RIJCOSX wB97M-V def2-TZVPD def2/J DEFGRID3
* xyz -2 1
Li 10.46 -13.76 1.71
P 14.45 -13.32 1.55
O 13.38 -12.28 1.30
O 15.05 -13.73 0.16
O 13.72 -14.53 2.10
O 15.62 -12.97 2.54
O 6.45 -19.67 0.38
S 7.18 -18.86 1.38
O 7.64 -17.52 1.12
O 6.20 -18.77 2.74
C 5.31 -19.79 2.99
C 4.01 -19.31 2.54
C 8.52 -19.78 2.05
H 5.34 -19.97 4.07
H 5.58 -20.69 2.44
H 4.06 -18.93 1.51
H 3.63 -18.64 3.30
H 3.20 -20.04 2.45
H 8.17 -20.81 2.02
H 8.62 -19.34 3.04
H 9.38 -19.63 1.39
O 4.55 -12.13 3.00
S 4.77 -11.77 1.59
O 6.09 -11.70 1.01
O 3.71 -12.64 0.66
C 3.95 -12.98 -0.68
C 2.69 -13.08 -1.49
C 4.02 -10.08 1.58
H 4.44 -13.96 -0.66
H 4.71 -12.47 -1.26
H 2.22 -12.15 -1.19
H 2.06 -13.87 -1.07
H 2.88 -13.13 -2.56
H 4.60 -9.26 1.99
H 3.03 -10.17 2.05
H 3.74 -9.86 0.55
O 11.79 -17.60 -3.97
S 11.44 -16.42 -4.72
O 11.44 -15.13 -4.06
O 12.55 -16.31 -5.96
C 13.16 -17.49 -6.49
C 14.62 -17.24 -6.75
C 9.94 -16.60 -5.65
H 12.68 -17.69 -7.45
H 12.91 -18.32 -5.83
H 15.05 -17.42 -5.76
H 14.74 -16.24 -7.17
H 14.95 -17.76 -7.64
H 9.89 -17.55 -6.18
H 9.94 -15.78 -6.37
H 9.25 -16.42 -4.83
O 11.34 -15.42 7.87
S 9.93 -15.48 7.50
O 9.46 -15.25 6.15
O 9.26 -16.96 7.96
C 9.67 -17.53 9.10
C 8.72 -18.70 9.29
C 8.93 -14.43 8.61
H 9.59 -16.72 9.82
H 10.72 -17.81 9.01
H 7.71 -18.31 9.28
H 8.87 -19.10 10.30
H 8.76 -19.54 8.59
H 9.11 -13.36 8.47
H 8.90 -14.70 9.67
H 7.94 -14.56 8.16
*
```

- Lowest unoccupied orbital energy: 0.1186 hartree

***

Energy relative to the best compared isomer or geometry (same formula, charge and spin)
In order: 64.14, 936.17
Unit: kJ/mol
HOMO energy
In order: -9.364, 1.730
Unit: eV
Orbital gap
In order: 8.57, 1.50
Unit: eV